# 1
Below is the ion C2HClNO2 with charge -1, with properties calculated with ωB97M-V/def2-TZVPD.

```
7
Properties=species:S:1:pos:R:3:lowdin_charge:R:1
Cl 0.537 1.880 -0.540 0.52
H -0.537 0.979 1.863 -0.01
C 0.158 -0.882 -0.724 -0.84
C -0.010 0.313 0.165 -0.69
O -0.652 -1.751 -0.417 -0.04
O 0.934 -0.759 -1.659 -0.07
N -0.430 0.221 1.313 0.12
```

Summary:
Highest occupied orbital energy in eV: -4.47
Structure (SMILES): [H]/N=C(\Cl)C(=O)[O-]
Gap between HOMO and LUMO in Ha: 0.3003
ΔE to the lowest compared entry with this formula, charge and spin in kcal/mol: 27.7
Net charge: -1
Multiplicity: 1

***

# 2
Below is a structure of composition C38H34IrN8O3PS, with properties calculated with ωB97M-V/def2-TZVPD.

```
86
Properties=species:S:1:pos:R:3:lowdin_charge:R:1
H 1.374 -1.186 -4.696 0.13
C 0.012 -5.957 1.450 -0.01
H 0.607 4.407 -0.197 0.12
H -6.369 0.405 1.221 0.11
H 1.058 -0.935 3.439 0.12
P 0.412 1.715 0.287 1.01
C 2.615 5.083 -0.091 -0.02
H 0.306 -8.617 -0.617 0.11
H 5.311 3.139 0.496 0.13
H 4.301 0.601 -2.409 0.14
C 4.282 3.421 0.309 -0.01
C -1.712 3.896 3.094 -0.05
N 2.884 -0.209 -3.672 0.13
C 1.954 2.745 0.057 -0.25
N 1.354 -0.646 -1.393 -0.02
C 1.858 -1.123 2.743 -0.15
H -1.588 0.016 -2.905 0.08
H -4.104 -0.493 2.190 0.18
C -6.142 -0.465 0.602 0.02
C -0.930 3.689 4.217 -0.05
H -0.032 3.122 -4.436 0.12
O -0.220 -3.255 2.164 0.00
O 3.210 -2.367 -0.106 0.09
C -2.456 -0.470 1.001 -0.71
C 0.613 2.409 2.898 -0.12
H 4.708 5.514 0.164 0.12
C -2.835 -0.560 -1.280 -0.25
C 1.641 4.102 -0.095 -0.08
H 3.496 -3.234 0.214 0.14
C -1.952 2.967 -3.492 -0.05
C 0.174 -6.575 -1.255 -0.07
C -4.216 -0.504 -1.049 0.05
H -2.500 3.260 -4.377 0.12
C -0.152 -3.531 0.976 -0.57
C 0.242 2.950 4.117 -0.05
N 3.114 -1.320 3.081 0.07
O -0.177 -2.636 0.009 -0.23
H 1.539 1.844 2.829 0.10
H -2.609 4.498 3.162 0.12
S -1.289 -0.425 2.200 0.84
H -3.172 -0.643 -3.383 0.11
C -0.524 2.257 -1.191 -0.35
N -1.961 -0.491 -0.260 -0.04
H -1.221 4.115 5.168 0.12
C 0.953 -1.056 -2.598 -0.07
C -2.628 2.672 -2.315 -0.06
H -1.951 3.564 1.003 0.09
C 3.946 4.748 0.124 -0.03
C -0.030 -4.940 0.499 -0.15
C 2.574 -0.098 -1.325 -0.30
H -3.708 2.736 -2.276 0.12
C 1.717 -0.844 -3.728 -0.07
H 1.224 2.538 -2.419 0.11
N 1.744 -1.262 1.431 -0.05
C 3.321 0.144 -2.481 -0.02
H 0.241 -6.819 -2.307 0.11
C 0.213 -7.586 -0.304 -0.07
C 0.142 2.555 -2.379 -0.09
Ir 0.127 -0.638 0.337 1.09
C -1.921 2.295 -1.183 -0.13
N -3.792 -0.472 1.227 0.16
H 4.409 0.797 1.263 0.15
H -6.768 -0.439 -0.285 0.10
C -2.355 -0.723 -2.671 0.01
C 3.308 2.428 0.227 -0.19
H -4.902 -0.535 -1.882 0.14
H -6.385 -1.362 1.176 0.11
C 0.054 -5.254 -0.855 -0.03
N 3.876 -1.658 1.997 0.15
C 3.034 -1.579 0.989 -0.53
H 3.505 -1.369 4.007 0.17
H 2.328 6.118 -0.223 0.12
H 0.870 2.808 4.986 0.12
H -0.054 -5.693 2.496 0.12
C 3.698 1.040 0.465 -0.02
C -0.567 2.893 -3.524 -0.05
H -2.470 2.041 -0.288 0.09
C 0.134 -7.277 1.048 -0.06
H 0.035 -4.458 -1.587 0.10
H 0.006 -1.549 -2.635 0.08
C -1.346 3.350 1.869 -0.08
C -4.703 -0.475 0.228 -0.22
H 0.169 -8.067 1.786 0.11
N 3.164 0.042 -0.089 0.08
H -1.938 -1.725 -2.754 0.10
C -0.182 2.597 1.765 -0.40
```

Summary:
Highest occupied orbital energy in eV: -13.04
Gap between HOMO and LUMO in Ha: 0.2566
ΔE to the lowest compared entry with this formula, charge and spin in kcal/mol: 36.5
Net charge: +2
Multiplicity: 1

***

# 3
Below is a cluster of 7 separate species, C24H21Cl12F3O in total, with properties calculated with ωB97M-V/def2-TZVPD.

```
61
Properties=species:S:1:pos:R:3:mulliken_spin:R:1
C -36.543 7.418 12.491 0.06
C -37.428 8.478 12.619 0.27
H -32.837 7.708 8.422 0.00
C -39.202 7.073 13.260 0.09
H -36.248 5.355 12.829 0.00
F -39.182 5.837 10.036 0.01
C -27.464 7.565 12.748 0.00
H -40.216 6.884 13.578 0.00
H -40.905 5.405 7.973 0.00
H -36.125 5.402 3.262 0.00
Cl -27.811 9.232 12.151 0.00
C -38.076 4.765 6.229 0.00
C -33.252 6.717 8.605 0.00
Cl -25.932 6.972 12.019 0.00
C -34.449 6.043 4.400 0.00
H -36.111 4.693 6.970 0.00
Cl -29.323 9.765 6.145 0.00
C -33.265 6.722 4.369 0.00
C -32.564 6.819 3.193 0.00
H -36.814 5.501 9.269 0.00
O -34.031 6.300 10.883 0.00
Cl -30.016 7.818 8.342 0.00
H -30.981 6.154 10.778 0.00
Cl -39.035 8.708 7.826 0.00
Cl -37.584 10.909 6.447 0.00
H -31.606 7.309 3.102 0.00
Cl -28.787 6.487 12.224 0.00
C -38.745 8.324 13.047 0.07
C -31.808 5.580 10.360 0.00
C -39.441 4.881 6.481 0.00
C -36.992 6.136 12.780 0.12
H -34.778 5.358 1.093 0.00
C -38.849 5.542 8.746 0.00
H -31.995 4.821 11.120 0.00
C -37.134 4.944 7.210 0.00
H -32.662 6.044 7.983 0.00
C -37.527 5.378 8.467 0.00
H -34.300 6.682 8.308 0.00
H -31.324 5.074 9.525 0.00
Cl -29.975 10.768 8.732 0.00
Cl -27.534 9.229 8.381 0.00
C -33.092 6.274 2.038 0.00
H -37.180 9.448 12.214 0.00
Cl -38.074 8.340 5.114 0.00
H -32.552 6.405 1.113 0.00
C -38.343 5.988 13.159 0.27
C -35.068 5.621 3.251 0.00
C -29.254 9.371 7.876 0.00
C -37.791 9.152 6.691 0.00
H -40.257 4.563 5.849 0.00
C -33.165 6.196 9.990 0.00
Cl -27.497 7.491 14.551 0.00
Cl -36.117 8.603 7.342 0.00
C -39.854 5.347 7.730 0.00
H -35.005 6.000 5.324 0.00
C -34.357 5.681 2.034 0.00
H -37.847 4.446 5.223 0.00
F -32.725 7.045 5.528 0.00
F -38.758 4.824 13.692 0.07
H -39.338 9.217 13.182 0.01
H -35.514 7.592 12.214 0.02
```

Summary:
Highest occupied orbital energy (spin up / spin down) in eV: -10.94 / -10.94
Gap between HOMO and LUMO (spin up / spin down) in Ha: 0.2577 / 0.1060
Net charge: +1
Multiplicity: 2